Formula: C22H29FN4O3
Source: OMol25
Level of theory: the ωB97M-V functional and the def2-TZVPD basis

* max |F|: 0.01534 Eh/bohr
* frontier orbital gap: 0.30858 hartree
* highest occupied orbital energy: -0.29854 Eh

Atoms and positions in Å:
C 0.7953 -0.0246 4.3464
C 0.4690 0.8618 3.1544
N 0.7725 0.2906 1.8480
C 1.2682 -0.9511 1.7131
C 1.5967 -1.5480 0.5336
C 2.0955 -2.9515 0.6308
O 2.1117 -3.5469 1.7009
N 2.5220 -3.4768 -0.5291
C 2.9394 -4.8464 -0.6596
C 1.8680 -5.6982 -1.3674
C 0.5651 -5.7791 -0.5448
C 0.2905 -7.2812 -0.4503
C 1.6975 -7.8567 -0.6016
O 2.3306 -7.0275 -1.5533
C 1.4313 -0.8364 -0.7150
O 1.7159 -1.2839 -1.8296
C 0.8716 0.5037 -0.5474
C 0.6449 1.2830 -1.6840
C 0.1009 2.5334 -1.5955
F -0.1244 3.1888 -2.7638
C -0.2576 3.1113 -0.3572
N -0.7729 4.3724 -0.2008
C -0.7607 5.3810 -1.2380
C -2.0996 5.4452 -1.9739
N -3.1519 5.7285 -1.0129
C -4.4372 5.9006 -1.6527
C -3.1844 4.6949 0.0028
C -1.8398 4.6428 0.7382
C -0.0022 2.3264 0.7734
C 0.5418 1.0447 0.7100
H 0.5433 0.5212 5.2528
H 0.2143 -0.9429 4.3339
H 1.8539 -0.2683 4.3823
H 1.0341 1.7962 3.2502
H -0.6007 1.1021 3.1786
H 1.4202 -1.5362 2.6067
H 2.3915 -2.9112 -1.3671
H 3.8687 -4.8978 -1.2346
H 3.1168 -5.2379 0.3454
H 1.6940 -5.2801 -2.3670
H -0.2481 -5.2360 -1.0220
H 0.7294 -5.3572 0.4465
H -0.1802 -7.5692 0.4865
H -0.3343 -7.6104 -1.2814
H 1.7210 -8.8768 -0.9869
H 2.2335 -7.8210 0.3580
H 0.8903 0.8650 -2.6482
H 0.0582 5.2129 -1.9326
H -0.5971 6.3437 -0.7404
H -2.0723 6.2514 -2.7093
H -2.2777 4.4953 -2.5066
H -4.3681 6.7162 -2.3705
H -4.7752 4.9954 -2.1810
H -5.1785 6.1611 -0.8985
H -3.9779 4.9313 0.7157
H -3.3931 3.6985 -0.4327
H -1.8878 3.8767 1.5094
H -1.6520 5.6137 1.2073
H -0.2241 2.7632 1.7309

The molecule's natural (NBO) atomic charges, reported in e, are given here:
1. C -0.6240
2. C -0.2016
3. N -0.3673
4. C 0.1345
5. C -0.3410
6. C 0.6727
7. O -0.6761
8. N -0.6190
9. C -0.2443
10. C 0.0940
11. C -0.4455
12. C -0.4252
13. C -0.0673
14. O -0.5266
15. C 0.5873
16. O -0.6597
17. C -0.2276
18. C -0.2075
19. C 0.3743
20. F -0.3400
21. C 0.1490
22. N -0.4244
23. C -0.2191
24. C -0.2381
25. N -0.4393
26. C -0.4053
27. C -0.2337
28. C -0.2118
29. C -0.3233
30. C 0.2679
31. H 0.2290
32. H 0.2197
33. H 0.2203
34. H 0.2022
35. H 0.1993
36. H 0.2469
37. H 0.4369
38. H 0.2019
39. H 0.2236
40. H 0.1766
41. H 0.2176
42. H 0.2250
43. H 0.2134
44. H 0.2015
45. H 0.1899
46. H 0.1580
47. H 0.2550
48. H 0.2279
49. H 0.1993
50. H 0.2059
51. H 0.1734
52. H 0.2025
53. H 0.1652
54. H 0.2003
55. H 0.2046
56. H 0.1645
57. H 0.2082
58. H 0.2023
59. H 0.2169


Formula: C17H26N2O3
Source: OMol25
Level of theory: the ωB97M-V functional and the def2-TZVPD basis

* max |F|: 0.01430 Eh/bohr
* frontier orbital gap: 0.32846 hartree
* highest occupied orbital energy: -0.30293 Eh

Atoms and positions in Å:
C -0.4899 1.4339 2.0255
C 0.0562 0.0152 2.1154
C -1.0590 -0.9944 2.3820
C -0.5675 -2.4433 2.3321
C -0.4237 -2.9644 0.9002
C -1.7607 -3.4231 0.3139
C -1.6970 -3.6604 -1.2014
C -2.2184 -2.4629 -2.0101
C -1.5738 -1.1560 -1.5880
O -2.1321 -0.3188 -0.9135
N -0.2954 -1.0252 -2.0502
N 0.6157 -0.0957 -1.5820
C 0.3704 1.1672 -1.6220
C -0.8164 1.7548 -2.3184
C 1.3354 2.0514 -0.9766
C 1.0373 3.4036 -0.7799
C 1.9146 4.2633 -0.1605
C 3.1481 3.7925 0.2885
O 4.0506 4.6013 0.8947
C 3.4661 2.4554 0.1219
C 2.5774 1.5781 -0.4894
O 2.9606 0.3001 -0.5968
H 0.3130 2.1450 1.8422
H -0.9945 1.7097 2.9494
H -1.2063 1.5015 1.2102
H 0.8022 -0.0441 2.9116
H 0.5576 -0.2278 1.1775
H -1.4886 -0.7910 3.3656
H -1.8460 -0.8467 1.6409
H -1.2636 -3.0884 2.8735
H 0.3981 -2.5033 2.8393
H 0.0021 -2.1721 0.2858
H 0.2746 -3.8053 0.8823
H -2.0594 -4.3450 0.8176
H -2.5260 -2.6750 0.5239
H -0.6680 -3.8908 -1.4893
H -2.3066 -4.5261 -1.4682
H -2.0472 -2.6316 -3.0758
H -3.2910 -2.3576 -1.8410
H 0.1689 -1.8597 -2.3849
H -1.6282 1.9218 -1.6117
H -1.1779 1.0551 -3.0712
H -0.5559 2.6912 -2.8042
H 0.0828 3.7915 -1.0958
H 1.6480 5.3016 -0.0173
H 3.6996 5.4983 0.9561
H 4.4104 2.0786 0.4779
H 2.2031 -0.2027 -0.9799

The molecule's natural (NBO) atomic charges, reported in e, are given here:
1. C -0.6054
2. C -0.3947
3. C -0.4023
4. C -0.3939
5. C -0.3859
6. C -0.4159
7. C -0.3837
8. C -0.4966
9. C 0.6717
10. O -0.6197
11. N -0.4725
12. N -0.3664
13. C 0.3321
14. C -0.6948
15. C -0.1835
16. C -0.1362
17. C -0.3447
18. C 0.3497
19. O -0.6549
20. C -0.3436
21. C 0.3847
22. O -0.6753
23. H 0.2082
24. H 0.1975
25. H 0.2068
26. H 0.1924
27. H 0.1953
28. H 0.1969
29. H 0.2089
30. H 0.1968
31. H 0.2007
32. H 0.1925
33. H 0.1993
34. H 0.2054
35. H 0.2100
36. H 0.1895
37. H 0.2149
38. H 0.2195
39. H 0.2336
40. H 0.3953
41. H 0.2645
42. H 0.2318
43. H 0.2245
44. H 0.2151
45. H 0.2082
46. H 0.4812
47. H 0.2359
48. H 0.5070


Which of these has the highest frontier orbital gap?
C17H26N2O3


Which of these has the highest highest occupied orbital energy?
C22H29FN4O3


The highest frontier orbital gap belongs to which entry?
C17H26N2O3


The highest frontier orbital gap belongs to which entry?
C17H26N2O3